No. 1
{
  "formula": "C10H30IO10",
  "method": "ωB97M-V/def2-TZVPD",
  "species": ["I", "C", "C", "O", "O", "H", "H", "H", "H", "H", "H", "C", "C", "O", "O", "H", "H", "H", "H", "H", "H", "C", "C", "O", "O", "H", "H", "H", "H", "H", "H", "C", "C", "O", "O", "H", "H", "H", "H", "H", "H", "C", "C", "O", "O", "H", "H", "H", "H", "H", "H"],
  "coordinates": [[0.99184, 0.83667, -0.50123], [-3.20130, 3.64264, 2.17265], [-2.61750, 3.70908, 0.80960], [-1.20534, 3.69351, 0.80449], [-4.62895, 3.78671, 2.29609], [-2.80983, 4.45598, 2.78366], [-2.87088, 2.77822, 2.74860], [-3.06830, 4.61450, 0.40328], [-2.92737, 2.87603, 0.17864], [-0.98126, 2.89358, 0.32334], [-4.62761, 4.49845, 2.94032], [2.50719, -0.30176, -4.22464], [3.43511, -1.46675, -4.47974], [4.17620, -1.26108, -5.64179], [3.20314, 0.74792, -3.55995], [1.67034, -0.52751, -3.56372], [2.07968, 0.21882, -5.08157], [2.92806, -2.41730, -4.64536], [4.14629, -1.60460, -3.66529], [4.47510, -0.35415, -5.74052], [2.65955, 1.05507, -2.83072], [1.51511, -4.70879, -0.62954], [2.31939, -3.40151, -0.98257], [1.45614, -2.61112, -1.76693], [2.46123, -5.75496, -0.43435], [0.84586, -4.99245, -1.44178], [0.95442, -4.52792, 0.28754], [3.14978, -3.71007, -1.61766], [2.64739, -2.94235, -0.05000], [1.27479, -1.80736, -1.27429], [3.22965, -5.54339, 0.10080], [-2.29200, -2.32152, 0.20275], [-2.72506, -0.81029, 0.24210], [-2.35321, -0.12940, -0.95435], [-2.68132, -3.10229, 1.37127], [-1.21458, -2.15637, 0.20528], [-2.62268, -2.88341, -0.67076], [-2.24125, -0.32630, 1.09051], [-3.80702, -0.78985, 0.37266], [-1.44268, 0.17447, -0.94019], [-2.93584, -2.42010, 1.99691], [0.38089, 1.58831, 3.49666], [-0.03062, 3.00975, 3.89649], [0.39374, 3.95866, 2.95709], [-0.56324, 0.92601, 2.72730], [0.56576, 1.03579, 4.41788], [1.33690, 1.66620, 2.97891], [0.40315, 3.10651, 4.89177], [-1.11018, 3.15209, 3.94525], [-0.09794, 3.68590, 2.17898], [-0.15075, 0.76173, 1.87614]],
  "forces_ev_per_angstrom": [[0.0, 0.0, 0.0], [0.4, -0.3, 2.3], [-1.0, -0.2, -0.9], [-0.3, 0.4, 0.1], [0.6, 0.2, -0.4], [0.7, 0.3, -0.3], [-0.1, -0.6, -0.4], [0.5, 0.3, -0.6], [-0.5, 0.0, 0.1], [0.7, -0.2, -0.2], [-1.0, -0.1, -0.1], [-0.8, 0.9, 1.4], [-0.3, 0.2, -0.1], [0.9, -0.2, -1.7], [1.0, 0.3, 0.0], [-0.1, -0.7, -0.2], [0.0, -0.9, -0.8], [-0.3, 0.1, 0.2], [-0.3, 0.2, 0.5], [-0.1, 0.1, 0.4], [-0.1, 0.0, 0.3], [1.9, 1.1, 0.5], [-1.6, -1.7, -0.6], [0.2, 0.4, 0.2], [-0.3, -1.3, -0.3], [0.2, 0.0, 0.0], [-0.3, -0.1, 0.0], [0.3, 0.0, 0.2], [0.1, 0.3, -0.1], [-0.2, 0.6, 0.0], [-0.3, 0.6, 0.1], [0.6, 0.9, 0.6], [0.1, -1.0, -0.6], [-1.4, -0.6, 0.1], [0.0, 1.1, -0.8], [0.4, -0.9, -0.3], [0.0, 0.4, -0.1], [-0.1, -0.1, 0.3], [-0.1, 0.5, -0.2], [0.6, -0.1, 0.4], [-0.1, -0.2, 0.5], [0.2, 0.7, 0.9], [0.0, -0.7, -0.1], [0.9, 0.3, 0.7], [-0.7, -0.4, -0.4], [-0.1, -0.3, 0.2], [0.1, 0.0, -0.1], [0.2, 0.9, 0.0], [-0.3, -0.7, 0.6], [-0.2, 0.5, -0.8], [0.0, -0.2, -0.6]],
  "mulliken_charge": [-0.565, -0.557, -0.201, -0.440, -0.508, 0.404, 0.233, 0.182, 0.316, 0.171, 0.366, -0.297, -0.084, -0.594, -0.549, 0.247, 0.246, 0.205, 0.169, 0.317, 0.184, -0.214, -0.408, -0.352, -0.580, 0.286, 0.202, 0.316, 0.346, 0.032, 0.294, -0.033, -0.111, -0.522, -0.531, 0.049, 0.282, 0.039, 0.356, 0.136, 0.301, -0.443, -0.277, -0.571, -0.334, 0.319, 0.332, 0.370, 0.023, 0.443, 0.004],
  "energy_ha": -1449.1141,
  "relative_energy_ev": 0.995,
  "total_charge": -1,
  "homo_energy_ev": -5.8621
}

---

No. 2
{
  "formula": "C10H30IO10",
  "method": "ωB97M-V/def2-TZVPD",
  "species": ["I", "C", "C", "O", "O", "H", "H", "H", "H", "H", "H", "C", "C", "O", "O", "H", "H", "H", "H", "H", "H", "C", "C", "O", "O", "H", "H", "H", "H", "H", "H", "C", "C", "O", "O", "H", "H", "H", "H", "H", "H", "C", "C", "O", "O", "H", "H", "H", "H", "H", "H"],
  "coordinates": [[0.19951, 1.75220, 0.33918], [3.02442, 0.58326, 4.18696], [1.61615, 0.98983, 4.41389], [0.69675, 0.27528, 3.63743], [3.12206, -0.82131, 4.39979], [3.63827, 1.07083, 4.96552], [3.40349, 0.88340, 3.20545], [1.47730, 2.06571, 4.24145], [1.34509, 0.79133, 5.45420], [0.78627, 0.59752, 2.72490], [4.03564, -1.08497, 4.26818], [-3.35328, 1.19991, 2.95490], [-4.75219, 1.47713, 2.52391], [-5.46756, 0.25534, 2.48294], [-2.69050, 0.38531, 1.99266], [-3.38266, 0.58176, 3.86324], [-2.76388, 2.09807, 3.13936], [-4.74672, 1.94283, 1.52964], [-5.21936, 2.17749, 3.23051], [-6.40601, 0.45244, 2.50281], [-1.87948, 0.86279, 1.75590], [-2.28313, -0.06213, -2.87981], [-3.58266, -0.34204, -3.57308], [-4.23259, -1.48865, -3.03294], [-2.47123, 0.04786, -1.48883], [-1.86954, 0.85813, -3.30730], [-1.56624, -0.87024, -3.10086], [-3.38514, -0.44037, -4.65186], [-4.24575, 0.53758, -3.50185], [-4.85700, -1.82140, -3.68108], [-1.71433, 0.52663, -1.10574], [1.82586, 0.66946, -3.76179], [1.84185, 1.05386, -5.24498], [2.88841, 0.40044, -5.95001], [0.64924, 1.18816, -3.19592], [2.72834, 1.06743, -3.28065], [1.83248, -0.43178, -3.73546], [1.96619, 2.14308, -5.33020], [0.89715, 0.79697, -5.71783], [3.71553, 0.62202, -5.51204], [0.73905, 1.19959, -2.22683], [3.58492, -2.63532, 0.78618], [2.36755, -2.12058, 0.06548], [1.39140, -1.65333, 0.98125], [3.18665, -3.40668, 1.94479], [4.25490, -1.80990, 1.06130], [4.15963, -3.31769, 0.14725], [1.95709, -2.93116, -0.55139], [2.74039, -1.30304, -0.56906], [0.90539, -0.98008, 0.48034], [3.89225, -4.03297, 2.12006]],
  "forces_ev_per_angstrom": [[0.2, 0.0, -0.1], [1.1, -0.3, 0.7], [-1.1, 0.3, 0.1], [-0.1, 0.1, -0.3], [0.0, 0.0, -0.1], [0.0, 0.3, -0.3], [-0.2, -0.1, -0.1], [0.3, 0.1, 0.1], [0.1, 0.0, 0.0], [-0.2, -0.3, 0.0], [0.0, 0.0, -0.1], [0.8, -1.3, 0.0], [-0.4, 0.6, -0.3], [-0.2, -0.2, 0.2], [0.1, 0.6, 0.0], [-0.1, 0.4, 0.2], [-0.3, 0.2, 0.1], [0.0, 0.0, 0.1], [0.0, 0.0, 0.0], [0.0, 0.0, -0.1], [0.0, -0.4, -0.3], [0.4, -0.2, 0.2], [-0.6, 0.5, -0.3], [0.3, -0.1, -0.1], [0.0, 0.2, -0.1], [0.0, 0.0, 0.0], [-0.1, 0.1, 0.0], [0.1, -0.3, 0.1], [0.1, -0.1, 0.3], [0.0, 0.1, 0.0], [-0.2, -0.2, 0.0], [-0.3, -0.3, -0.8], [0.3, 0.6, 0.4], [0.0, -0.2, -0.1], [0.2, 0.1, 0.1], [0.0, -0.1, 0.1], [0.2, 0.1, 0.2], [-0.1, -0.1, 0.0], [0.0, -0.2, 0.0], [0.0, 0.0, 0.0], [-0.2, 0.1, 0.0], [0.3, -0.8, 0.9], [-0.1, -0.1, 0.1], [0.5, 0.1, -0.7], [0.2, 0.4, -0.5], [-0.2, 0.0, 0.3], [-0.1, 0.3, -0.3], [0.0, 0.1, -0.1], [-0.3, -0.1, -0.2], [-0.2, 0.1, 0.5], [0.0, 0.0, 0.1]],
  "mulliken_charge": [-0.580, -0.227, -0.596, -0.331, -0.498, 0.325, 0.289, 0.301, 0.329, 0.036, 0.268, -0.407, -0.328, -0.505, -0.381, 0.257, 0.362, 0.227, 0.331, 0.278, 0.092, -0.113, -0.559, -0.499, -0.365, 0.249, 0.192, 0.341, 0.281, 0.286, 0.105, -0.245, -0.514, -0.538, -0.324, 0.348, 0.242, 0.270, 0.297, 0.304, 0.017, -0.484, -0.134, -0.349, -0.514, 0.227, 0.388, 0.272, 0.149, 0.139, 0.287],
  "energy_ha": -1449.1087,
  "relative_energy_ev": 1.142,
  "total_charge": -1,
  "homo_energy_ev": -5.2808
}

---

No. 3
{
  "formula": "C10H30K5O9P",
  "method": "ωB97M-V/def2-TZVPD",
  "species": ["K", "K", "K", "K", "K", "P", "O", "O", "O", "O", "C", "C", "O", "H", "H", "H", "H", "H", "H", "C", "C", "O", "H", "H", "H", "H", "H", "H", "C", "C", "O", "H", "H", "H", "H", "H", "H", "C", "C", "O", "H", "H", "H", "H", "H", "H", "C", "C", "O", "H", "H", "H", "H", "H", "H"],
  "coordinates": [[-0.41841, -3.32494, 1.96942], [1.13180, -2.43492, -1.85505], [-1.58743, 1.93974, 2.04968], [3.00670, 0.83533, -0.31704], [-2.90517, -1.44667, -1.11339], [0.04977, -0.42809, 0.38416], [-1.19108, -0.80571, 1.23500], [1.20439, -1.46822, 0.62904], [0.65563, 0.98931, 0.88301], [-0.29683, -0.43460, -1.17971], [2.17569, 5.33386, 2.07958], [2.16597, 3.77724, 2.08892], [0.98378, 3.50554, 1.35274], [3.08180, 5.77829, 2.49135], [1.29423, 5.67417, 2.62300], [2.01362, 5.66287, 1.05314], [2.13105, 3.53985, 3.15218], [3.03286, 3.27464, 1.65999], [0.92461, 2.55643, 1.22129], [3.11722, -5.52579, 1.94977], [2.73902, -4.64268, 0.78432], [3.24875, -3.32312, 0.98686], [4.08139, -5.08734, 2.20714], [3.15680, -6.57055, 1.64151], [2.44487, -5.37430, 2.79422], [1.72465, -4.76761, 0.40545], [3.38035, -4.86661, -0.06812], [2.53128, -2.68956, 0.91316], [-4.97888, -2.06643, 3.81710], [-3.50697, -1.76158, 3.37387], [-3.38801, -1.61278, 1.95933], [-5.34637, -2.81533, 3.11554], [-5.64714, -1.21226, 3.70793], [-5.05050, -2.46514, 4.82903], [-3.00123, -2.68907, 3.64237], [-2.96423, -0.97808, 3.90269], [-2.47379, -1.34675, 1.83668], [-2.78134, 1.95897, -3.20264], [-1.96430, 2.40493, -2.01713], [-2.13252, 1.40002, -1.04135], [-3.84256, 1.87244, -2.96935], [-2.29182, 1.08713, -3.63666], [-2.87133, 2.82288, -3.86117], [-2.22258, 3.37769, -1.59862], [-0.89652, 2.50119, -2.21381], [-1.40927, 0.77512, -1.13085], [1.96319, 1.28352, -5.30612], [1.03765, 1.03967, -4.19171], [1.51916, 0.20574, -3.22136], [1.48041, 1.88535, -6.07608], [2.14151, 0.29411, -5.72725], [2.96679, 1.60094, -5.02306], [0.14493, 0.57227, -4.60727], [0.72158, 2.04282, -3.90555], [0.91685, 0.14604, -2.47619]],
  "forces_ev_per_angstrom": [[0.0, -0.2, 0.6], [0.7, -0.6, -0.9], [-0.5, 0.4, 0.1], [0.7, 0.3, -0.3], [-0.7, 0.4, 0.2], [-1.3, -1.9, -0.7], [2.7, 1.2, -1.7], [-1.1, 2.1, -0.3], [-0.2, -2.6, -0.9], [1.1, 0.1, 3.2], [0.3, -0.7, -0.6], [-0.1, 2.4, 0.7], [-0.6, -0.7, 0.0], [-0.1, -0.1, 0.0], [0.2, -0.1, 0.2], [0.3, 0.1, 0.0], [-0.3, -0.7, 0.0], [0.3, 0.2, -0.3], [0.1, 0.3, 0.0], [-0.3, 0.8, -0.3], [2.1, -0.4, -1.2], [-1.2, 1.0, 0.4], [0.2, -0.7, 0.4], [0.2, 0.1, 0.3], [0.0, -0.2, 0.1], [-0.7, 0.5, 0.2], [-0.3, -1.2, -0.2], [0.2, 0.2, 0.3], [0.7, 0.7, -0.9], [-1.2, -1.5, 0.8], [-0.7, -0.1, 0.1], [0.0, -0.2, 0.1], [0.2, 0.1, 0.2], [0.2, 0.1, -0.1], [0.4, -0.3, 0.2], [-0.4, 0.4, 0.1], [-0.2, 0.3, -0.3], [0.0, 1.8, -0.2], [-0.1, 0.2, -0.2], [-0.4, -0.3, 2.1], [0.1, -0.8, 0.5], [-0.5, 0.1, -0.4], [0.6, -0.3, -0.8], [-0.5, -0.1, 0.0], [0.1, -0.1, -0.5], [0.3, 0.0, -0.3], [1.2, -1.7, -1.0], [-2.3, 1.8, -1.6], [1.9, -1.3, 2.3], [0.3, 0.2, 0.2], [0.2, 0.0, -0.6], [-0.2, 0.6, 0.1], [-0.3, 0.0, -0.2], [-0.1, 0.0, 1.2], [-0.7, 0.3, -0.1]],
  "mulliken_charge": [1.012, 1.120, 1.061, 1.010, 1.060, -0.088, -0.672, -0.808, -0.606, -1.042, -1.229, -0.055, -0.487, 0.374, 0.323, 0.319, 0.271, 0.172, 0.569, -1.103, -0.183, -0.476, 0.300, 0.337, 0.269, 0.267, 0.318, 0.479, -1.247, -0.115, -0.513, 0.307, 0.331, 0.359, 0.144, 0.333, 0.606, -1.128, -0.027, -0.348, 0.352, 0.197, 0.390, 0.389, 0.101, 0.300, -1.381, 0.074, -0.501, 0.359, 0.328, 0.342, 0.210, 0.219, 0.405],
  "multiplicity": 2,
  "energy_ha": -4416.5354,
  "total_charge": 3,
  "homo_energy_ev": [-17.8521, -17.8519]
}